Density functional theory data (ωB97M-V/def2-TZVPD) for C51H66Cl2N6O4S5SbSn as an isolated structure.

XYZ file:
```
136
Properties=species:S:1:pos:R:3:forces:R:3:mulliken_charge:R:1
C -2.0849 -4.3453 7.1676 0.007 -0.020 -0.007 0.80
C 6.9505 -3.1353 -2.3493 0.014 0.003 0.010 -1.59
H 1.6803 -7.1333 2.5484 -0.002 -0.002 -0.001 0.46
H 1.4400 5.7104 -0.9003 -0.019 0.000 -0.026 0.35
H -3.7175 4.1617 -0.3919 -0.006 0.018 0.002 0.32
Sb -0.6567 3.5679 0.5697 0.199 0.030 -0.106 1.00
C 4.5261 -5.1367 -0.5748 0.011 0.024 -0.018 -0.90
S 0.6799 1.3770 -0.6770 -0.058 -0.125 -0.283 0.78
C -2.7163 -1.1358 -4.7639 0.024 -0.008 -0.023 -0.25
C 2.8979 -3.5468 5.7816 0.076 -0.144 0.029 -0.03
C -1.4196 -3.5272 8.0735 0.008 -0.006 0.012 -0.82
H 0.8505 5.6546 -2.5566 0.006 -0.015 0.002 0.57
H -3.4423 2.4304 -0.1486 0.009 0.009 -0.012 0.35
C -2.6690 3.6980 1.4667 -0.126 -0.087 0.003 1.67
C 4.1726 -5.5883 0.8196 -0.003 -0.027 0.008 -0.25
H 3.0270 -4.4026 -2.9940 -0.007 -0.017 0.003 0.35
C -1.3329 -4.9469 6.1615 -0.038 -0.001 0.009 -0.86
H 6.0359 -4.9690 1.6936 -0.011 -0.006 -0.003 0.40
S 6.2400 2.3024 -1.8454 0.055 -0.015 -0.031 -0.10
C -0.1261 -0.5344 4.5987 -0.038 0.035 0.027 -0.91
C 0.0320 -4.7409 6.0531 0.053 0.041 -0.062 0.11
H -2.3814 4.0195 -2.0535 -0.013 0.001 0.020 0.31
S 2.5063 -0.2997 1.6994 0.071 -0.017 -0.011 0.27
C 2.9477 -6.1957 1.0799 -0.001 0.054 0.027 -0.17
H -2.5170 -2.1090 -4.3369 -0.003 0.004 0.002 0.48
C 0.4493 -3.3978 -0.4937 0.034 0.041 0.025 -1.02
H -2.5994 1.6252 2.1350 0.004 0.007 -0.007 0.19
H -0.2300 -3.8932 0.1814 -0.011 0.011 -0.014 0.70
C 2.6258 -6.6456 2.3531 0.011 0.008 -0.020 -0.83
H -3.4078 2.3577 -6.2658 -0.001 -0.002 0.003 0.43
C -1.2302 6.2498 -0.8478 -0.001 -0.004 -0.003 -1.76
C 3.0929 -3.3447 -2.7661 0.020 0.036 0.116 -2.53
C 0.8644 5.1141 -1.6047 -0.011 0.008 0.014 -1.96
H -2.2993 6.1548 -0.6589 -0.004 -0.002 0.001 0.36
H -0.7656 6.7521 0.0035 0.000 -0.003 -0.002 0.32
C -2.7416 2.6253 2.5500 -0.010 0.012 0.001 -1.74
C -2.0796 -0.1214 -2.5819 -0.069 -0.008 -0.010 0.99
H 4.6898 -4.7852 -4.3793 0.024 0.001 0.011 0.37
H 5.4911 -5.5669 -0.8504 0.012 0.020 0.002 0.51
H -0.8794 3.2288 -2.5190 0.032 -0.051 -0.040 0.25
H -2.6631 2.1366 -3.9002 0.011 0.021 0.025 0.36
H -4.6646 3.2851 0.8020 0.008 0.001 0.005 0.53
C -3.2121 1.3873 -5.8318 0.005 0.004 0.013 -0.87
S 3.2917 2.0724 -1.7791 0.079 0.078 -0.040 -0.04
H -2.8535 5.8840 1.3558 -0.005 0.000 -0.005 0.25
H 5.4677 -5.4720 -2.9482 -0.003 -0.017 0.022 0.24
H -2.3959 5.2844 2.9511 0.029 0.006 0.017 0.32
H -3.7347 2.6556 3.0095 -0.002 -0.010 -0.010 0.58
C -3.3833 0.2424 -6.5970 -0.012 -0.001 -0.030 0.46
C 5.5347 -4.6846 -3.6946 0.010 0.014 -0.051 -1.75
H -1.4634 -0.0890 2.9739 -0.008 0.006 0.010 0.20
H 0.6012 -5.2431 5.2816 0.025 -0.004 0.004 0.49
H -1.2876 4.8200 -3.1824 0.006 -0.024 0.012 0.58
Sn -1.2220 -0.6535 -0.0985 0.139 0.087 0.269 0.97
C -2.5420 0.0025 -3.9825 -0.017 -0.014 0.041 0.08
H 1.7854 -0.9360 -1.9860 0.004 0.003 -0.017 0.79
C 5.6150 -3.2769 -3.0875 -0.007 -0.021 -0.038 1.72
C 3.1112 0.6193 0.4789 -0.017 -0.032 -0.068 0.28
H -1.1133 6.9045 -1.7175 -0.001 -0.001 0.005 0.49
H 5.4853 -3.2271 -0.2443 -0.018 0.003 -0.001 1.11
H -0.4846 0.2677 5.2305 0.007 -0.010 -0.005 0.53
O -1.6841 -1.2663 -2.1547 0.032 0.125 -0.017 -0.96
H 1.4242 1.9530 2.2559 -0.045 0.089 0.067 -0.10
C 2.1531 4.4691 1.4105 0.005 -0.019 -0.024 -1.74
C 4.5672 -3.6080 -0.6991 -0.071 0.003 -0.109 -1.05
H 2.9659 -3.5465 3.7812 0.047 0.021 0.029 -0.07
H 5.7158 -1.2460 -3.9063 0.007 -0.002 0.004 0.25
C -0.0578 -3.2919 7.9612 -0.016 0.045 0.003 -0.39
H 1.3841 4.1703 -1.7747 0.017 0.004 0.009 0.35
H 4.6848 -2.3329 -4.8390 0.019 0.009 0.012 0.35
N 1.3201 -4.0378 -1.2258 0.122 -0.013 0.028 -0.90
C 0.6748 -3.8914 6.9457 0.033 0.083 -0.118 0.02
H 5.1110 -1.2528 -1.4382 -0.042 -0.002 0.030 0.35
H 3.7597 -3.1871 -0.0963 -0.108 0.020 -0.008 -0.03
C 5.0706 -5.4305 1.8715 0.040 -0.017 -0.026 -0.23
H 0.4426 -2.6373 8.6658 -0.006 -0.009 -0.010 0.43
H -3.9311 -4.3872 8.2754 0.001 0.000 -0.002 0.38
H 5.4750 -5.7699 3.9564 0.017 0.022 0.056 0.42
C 4.8815 1.7893 -1.1285 -0.103 0.037 0.027 0.15
H 7.1001 -3.9273 -1.6137 0.001 0.008 -0.013 0.31
H 1.8046 2.9610 3.6575 0.005 -0.005 -0.006 0.60
H 2.4610 3.7875 0.6138 -0.006 0.012 0.027 0.29
C -0.6694 -0.7302 3.3419 -0.045 0.047 -0.084 -0.39
H 6.4373 -4.8678 -4.2797 -0.004 0.004 -0.001 0.52
O -2.0533 0.8665 -1.8055 0.053 0.059 -0.044 -0.42
H 2.2389 -6.3284 0.2723 -0.019 -0.007 -0.026 0.41
C 0.8919 -1.3631 5.0249 0.035 -0.149 0.015 -0.31
C 1.4431 -1.8710 -1.5783 0.057 -0.065 0.076 -0.41
H -0.4636 4.8555 3.6366 -0.011 -0.004 -0.002 0.35
H -3.8287 -5.5958 6.9939 0.000 0.000 0.000 0.37
H 2.9671 -2.7757 -3.6848 0.053 0.003 0.001 0.53
H 0.1471 2.4295 3.3729 0.003 0.010 0.002 0.09
N 0.4917 -2.0472 -0.6687 -0.036 -0.019 -0.144 0.22
C 5.6016 -2.2730 -4.2488 0.015 0.005 -0.020 -1.80
H -1.8219 -5.6128 5.4596 -0.001 0.000 0.002 0.38
H 6.4299 -2.5010 -4.9215 -0.008 -0.005 -0.003 0.50
C 4.4364 -2.9803 -2.1039 -0.145 0.010 0.078 1.61
C -3.6679 3.3718 0.3576 0.005 -0.025 -0.011 -1.93
O 4.0951 -3.7141 5.8874 0.010 0.004 -0.074 -0.67
H -3.2903 -1.8945 -6.6933 0.003 0.000 0.002 0.43
C 4.7708 -5.8844 3.1462 -0.013 0.094 0.049 -0.85
C 1.3067 -2.4015 4.1945 0.054 -0.079 0.072 0.78
Cl -3.9092 0.3936 -8.2380 0.006 -0.001 0.018 -0.19
H 2.9411 4.4653 2.1703 -0.005 -0.001 -0.002 0.56
H -1.9734 -3.0612 8.8800 0.003 -0.001 -0.005 0.36
H 1.0420 -3.2804 2.2550 -0.025 -0.019 0.008 0.41
C 3.5467 -6.4911 3.3756 -0.043 -0.019 0.036 0.38
Cl 3.1696 -7.0846 4.9641 -0.047 0.048 -0.002 -0.18
C -2.9839 5.0677 2.0632 0.034 -0.008 -0.012 -1.56
N -0.2463 -1.6795 2.5153 -0.053 -0.362 -0.002 0.20
H -4.1117 -3.9065 6.5910 0.004 0.001 0.000 0.27
N 2.0689 -3.6321 6.8738 -0.027 0.169 -0.173 0.02
H 1.1987 5.4228 3.6883 -0.008 0.003 -0.002 0.51
C 2.3613 1.2543 -0.5519 -0.090 0.035 0.182 -1.56
C 1.0587 2.7716 2.8787 -0.016 0.007 -0.055 -1.69
H 7.7699 -3.1934 -3.0666 -0.004 -0.003 -0.001 0.51
C -3.1429 -1.0205 -6.0749 0.002 -0.001 0.012 -0.86
H 0.0929 6.0836 2.4847 -0.002 0.002 -0.003 0.30
H -4.0375 5.0637 2.3634 0.009 -0.002 0.005 0.50
N 2.3325 -3.2930 4.5266 -0.166 -0.037 0.091 0.42
C -3.5687 -4.5727 7.2650 -0.002 -0.003 0.002 -1.46
C -1.3313 4.1920 -2.2857 -0.038 0.031 -0.037 -2.00
C -0.5799 4.9056 -1.1634 -0.031 0.063 -0.004 1.98
H -2.0095 2.7812 3.3440 -0.005 0.016 0.009 0.31
H 3.7905 -5.5536 -1.2623 -0.047 -0.012 -0.033 0.61
H 2.1015 5.4775 1.0015 0.010 -0.021 0.020 0.37
C 0.3731 5.1713 3.0143 0.007 0.007 -0.018 -1.65
O 4.3229 -1.5646 -1.9003 -0.028 0.024 0.002 -0.20
C -2.7945 1.2608 -4.5194 -0.036 0.005 -0.007 -0.12
N 1.9470 -3.0506 -1.9087 0.109 -0.059 0.071 1.13
H 2.5914 -3.6966 7.7340 0.021 -0.033 -0.029 0.29
H 7.0453 -2.1721 -1.8388 -0.001 -0.005 -0.012 0.28
S 4.8418 0.8911 0.3634 -0.001 -0.068 -0.040 -0.24
C 0.8432 4.0589 2.0801 0.023 -0.004 0.124 2.19
C 0.7008 -2.5106 2.9421 -0.011 0.103 0.101 -1.28
H 1.3657 -1.2071 5.9816 0.030 -0.037 0.107 0.66
```
Forces are in eV/Å.

Computed properties:
E_LUMO (alpha / beta) ... -0.1612 / -0.1533 Ha
Kohn-Sham gap (alpha / beta) ... 5.5 / 5.8 eV
Charge ... +1
Highest occupied orbital energy (alpha / beta) ... -9.90 / -9.94 eV